No. 1
A 2-piece molecular cluster, C6H14N3O2 overall in a non-equilibrium geometry, computed with ωB97M-V/def2-TZVPD.

```
25
Properties=species:S:1:pos:R:3:nbo_charge:R:1
C -1.5804 -0.8266 -1.0041 -0.606
C 0.5915 -1.3994 -2.3037 -0.597
C 0.2055 0.9445 -1.4177 -0.607
C 0.6668 -0.9900 0.1024 -0.238
C 1.2124 1.1835 2.9248 -0.351
C -0.1135 -0.6022 -1.1090 -0.145
N 0.0941 0.9889 3.5274 -0.313
N -1.6528 1.6869 4.7288 -0.078
N -0.4787 1.9936 4.2158 0.265
O 0.0141 3.1649 4.2932 -0.673
O -2.1951 2.8548 5.2110 -0.602
H -1.8928 -1.8000 -0.4031 0.211
H -2.1070 -0.8491 -1.9774 0.195
H -2.0775 0.0487 -0.5210 0.223
H 0.0356 -1.4011 -3.2343 0.202
H 0.8996 -2.3882 -1.9366 0.205
H 1.6115 -0.7638 -2.3974 0.198
H 1.2699 1.0320 -1.0972 0.213
H -0.0416 1.2717 -2.3946 0.197
H -0.5800 1.5857 -0.8537 0.217
H 1.4097 -0.4095 0.3276 0.148
H 0.6975 -2.0599 0.3813 0.160
H 1.8176 2.1337 2.8874 0.162
H 1.3493 0.4335 2.1814 0.150
H -1.4062 3.3888 5.1611 0.466
```

The energy relative to the best compared isomer or geometry (same formula, charge and spin) is 2.9514 eV. The total charge is -1. Its HOMO energy (alpha / beta) is -3.651 / -1.098 eV.

No. 2
A 2-piece molecular cluster, CH2INO2 overall in a non-equilibrium geometry, computed with ωB97M-V/def2-TZVPD.

```
7
Properties=species:S:1:pos:R:3:nbo_charge:R:1
C -0.3975 -0.2830 -0.2083 -0.557
N -1.7491 1.5602 -0.7855 0.526
O -2.6612 1.1436 -1.4124 -0.274
O -1.5226 2.5602 -0.1969 -0.262
I -1.1778 -1.6033 -1.5770 0.194
H 0.4623 0.2612 -0.5869 0.186
H -0.3849 -0.5367 0.8284 0.188
```

Its spin multiplicity is 3. The energy relative to the best compared isomer or geometry (same formula, charge and spin) is 2.7243 eV. Its HOMO energy (alpha / beta) is -7.990 / -9.828 eV.

No. 3
A 2-piece molecular cluster, C15H12N5O6 overall in a non-equilibrium geometry, computed with ωB97M-V/def2-TZVPD.

```
38
Properties=species:S:1:pos:R:3:nbo_charge:R:1
C 1.7466 -1.5194 2.9763 -0.240
C 0.9349 -2.1963 2.0600 -0.222
C -0.2562 -1.6049 1.6176 -0.170
C -0.6949 -0.3888 2.1544 -0.020
C -1.9917 0.2470 1.7024 -0.441
C -2.2222 0.2568 0.1809 -0.071
C -2.9189 1.4923 -0.3909 -0.069
O -3.8880 0.9989 -1.3291 -0.537
C -3.9760 -0.3676 -1.1738 0.842
O -4.8179 -1.0191 -1.7896 -0.720
N -3.0785 -0.7991 -0.2201 -0.721
C 0.0964 0.2559 3.1167 -0.215
C 1.3275 -0.2817 3.4914 -0.223
H 2.7028 -1.9466 3.2903 0.202
H 1.2193 -3.1707 1.6551 0.215
H -0.8129 -2.0725 0.8078 0.232
H -2.8593 -0.2921 2.1151 0.249
H -2.0356 1.2836 2.0624 0.194
H -1.2400 0.1839 -0.3405 0.157
H -3.4407 2.0604 0.3975 0.159
H -2.2084 2.1423 -0.9217 0.172
H -0.2640 1.2026 3.5259 0.201
H 1.9672 0.2702 4.1824 0.201
O -0.6729 -3.3558 -0.7744 -0.415
N -1.5539 -3.9640 -1.4347 0.519
C -2.9257 -3.8761 -1.0265 -0.118
C -3.3260 -3.1214 0.0872 0.023
C -4.6799 -3.1506 0.3852 -0.061
N -5.4133 -2.1964 1.0854 0.449
O -5.1241 -1.3561 1.9124 -0.361
O -6.7787 -2.4052 0.7441 -0.156
N -6.9051 -3.4450 -0.1678 -0.129
C -5.6271 -3.8285 -0.4540 0.309
N -5.2389 -4.5053 -1.5306 -0.454
C -3.9467 -4.4949 -1.8231 0.144
O -1.2562 -4.6521 -2.4406 -0.418
H -2.6381 -2.6779 0.7910 0.276
H -3.6427 -4.9738 -2.7610 0.218
```

The total charge is -1. Its HOMO energy is -4.757 eV.

No. 4
A 7-piece molecular cluster, C38H61B2Cl2FINO13S2 overall in a non-equilibrium geometry, computed with ωB97M-V/def2-TZVPD.

```
121
Properties=species:S:1:pos:R:3:mulliken_charge:R:1
C -2.3654 6.0632 0.5822 -0.919
C -3.3243 5.1759 1.4067 -0.265
C -2.6099 3.8957 1.8322 -1.310
I -3.6641 2.8785 3.4341 -0.031
C -2.2348 2.9663 0.7092 0.194
C -0.8986 2.5803 0.6415 0.667
F -0.0176 3.0458 1.5412 -0.991
C -0.4485 1.6910 -0.3123 0.979
C -1.3277 1.2007 -1.2637 0.641
C -2.6685 1.5767 -1.2652 0.487
B -3.6433 0.9743 -2.3611 0.567
C -4.5292 -0.2860 -1.9810 -1.015
O -3.7083 1.5098 -3.6061 -0.582
C -3.1196 2.4488 -0.2517 -0.271
B -4.6681 2.8296 -0.3065 0.880
C -5.2770 3.7343 -1.4350 -0.836
O -5.5273 2.3479 0.6462 -0.808
C -0.6974 0.2855 -2.2792 -1.060
O -0.7823 0.5442 -3.4525 -0.545
C 0.1568 -0.7873 -1.6587 0.080
C 0.1440 -2.1565 -1.9382 -0.124
C -0.7818 -2.9587 -2.8581 0.229
Cl -1.8718 -2.0749 -3.9330 -0.142
C 0.0413 -4.0193 -3.6604 0.363
C 1.2239 -3.4317 -4.4227 -1.328
Cl -1.0092 -4.8812 -4.8450 -0.187
C 1.0451 -2.9445 -1.2167 -0.375
C 1.8968 -2.4702 -0.2421 0.579
C 2.8473 -3.4021 0.4876 -0.737
C 2.3453 -4.8108 0.7856 -0.294
C 1.9309 -5.0696 2.2477 -0.738
S 2.1237 -3.6968 3.3816 -0.415
C 0.7169 -2.6696 2.9789 0.393
S -0.6307 -3.2821 2.2745 -0.328
N 0.9196 -1.3492 3.3046 0.643
C 1.4097 -1.1224 4.6805 -0.655
C 1.9269 0.3424 4.7771 -0.707
O 1.5813 1.0355 3.6029 -0.310
C 0.1788 0.9840 3.4169 0.856
C -0.2543 -0.4805 3.1001 -1.396
C 1.8845 -1.1019 0.0639 1.371
C 2.7498 -0.5451 1.1607 0.121
C 4.2336 -0.5810 0.8403 0.162
O 4.6953 -0.4634 -0.2538 -0.551
O 5.0398 -0.7493 1.9364 -0.578
C 1.0259 -0.2907 -0.6670 0.791
C 0.9564 1.1883 -0.3752 -1.219
O 1.9337 1.8803 -0.2353 -0.607
H -1.4604 5.5294 0.2925 0.037
H -2.0358 6.9218 1.1658 0.325
H -2.8494 6.4540 -0.3117 0.332
H -3.5538 5.7113 2.3279 0.638
H -4.2518 4.9732 0.8754 0.074
H -1.6964 4.1874 2.3384 0.717
H -4.8277 -0.8753 -2.8506 0.390
H -3.9364 -0.9480 -1.3417 0.222
H -5.4118 0.0046 -1.4043 0.263
H -4.2826 0.9724 -4.1633 0.294
H -5.0129 4.7887 -1.3377 0.293
H -6.3624 3.6442 -1.4197 0.214
H -4.9547 3.3895 -2.4206 0.335
H -5.1553 1.5623 1.0663 0.332
H -1.4308 -3.5300 -2.1916 0.407
H 0.3334 -4.8184 -2.9900 0.251
H 1.7034 -2.5949 -3.9207 0.254
H 1.9677 -4.2109 -4.5564 0.364
H 0.9149 -3.1194 -5.4186 0.440
H 1.0671 -4.0046 -1.4127 0.227
H 3.7270 -3.4822 -0.1607 0.742
H 3.1900 -2.8996 1.3860 -0.253
H 1.4995 -5.1028 0.1659 -0.116
H 3.1290 -5.5214 0.5189 0.457
H 0.8898 -5.3819 2.2815 0.349
H 2.4934 -5.8976 2.6791 0.489
H 2.2272 -1.7884 4.9455 0.474
H 0.5778 -1.3153 5.3675 0.368
H 3.0059 0.3316 4.8397 0.365
H 1.4824 0.7983 5.6703 0.293
H -0.0515 1.6594 2.5973 -1.420
H -0.3128 1.3268 4.3342 0.387
H -1.0432 -0.7678 3.8000 0.610
H -0.5986 -0.5414 2.0738 0.505
H 2.4712 0.4600 1.4659 1.015
H 2.5921 -1.1513 2.0607 -1.868
H 4.5959 -1.3627 2.5363 0.395
C 1.8310 5.1037 -0.2265 -0.251
O 1.1377 6.1713 0.4256 -0.519
H 1.1666 4.6796 -0.9758 0.076
H 2.7320 5.4754 -0.7215 0.331
H 2.0990 4.3245 0.4864 0.146
H 1.7284 6.5408 1.0864 0.278
C -8.0116 5.3864 -4.0980 -0.566
O -8.0710 4.8137 -2.7970 -0.431
H -6.9657 5.5915 -4.3125 0.217
H -8.3979 4.6980 -4.8543 0.270
H -8.5718 6.3238 -4.1462 0.267
H -8.9923 4.6276 -2.5961 0.260
C -1.9075 -7.3466 1.0308 -0.665
O -0.9548 -6.2908 0.9994 -0.303
H -1.3756 -8.2728 0.8260 0.227
H -2.3811 -7.4230 2.0131 0.265
H -2.6788 -7.2098 0.2686 0.267
H -1.4111 -5.4625 1.1814 0.172
C 4.6794 -1.2116 7.0745 -0.630
O 4.7053 -0.6988 5.7443 -0.400
H 3.7504 -0.8791 7.5323 0.236
H 4.7051 -2.3041 7.0782 0.273
H 5.5176 -0.8297 7.6610 0.298
H 5.5246 -0.9888 5.3328 0.251
C 5.0357 -5.2753 -4.8781 -0.609
O 4.2336 -4.3090 -4.2059 -0.389
H 4.3825 -5.8279 -5.5492 0.230
H 5.8225 -4.7967 -5.4660 0.277
H 5.4908 -5.9751 -4.1724 0.269
H 4.8054 -3.8123 -3.6131 0.254
C 3.9851 4.0423 -3.2522 -0.420
O 3.9990 5.4437 -3.5133 -0.532
H 2.9617 3.7626 -3.0156 0.040
H 4.3128 3.4761 -4.1276 0.366
H 4.6242 3.8017 -2.3990 0.268
H 4.9020 5.6964 -3.7214 0.294
```

As for the structure (SMILES): CC[C@@H](I)c1c(F)c2c(c(B(C)O)c1B(C)O)C(=O)c1c([C@@H](Cl)[C@H](C)Cl)cc(CCCSC(=S)N3CCOCC3)c(CC(=O)O)c1C2=O.CO.CO.CO.CO.CO.CO. Its HOMO energy is -8.881 eV.

No. 5
C2H2Cl3O3 in the gas phase in a non-equilibrium geometry, computed with ωB97M-V/def2-TZVPD.

```
10
Properties=species:S:1:pos:R:3:nbo_charge:R:1
O 0.5546 -0.2259 -1.4323 -0.047
O 0.5695 0.3730 -2.6138 0.134
C 0.0443 0.6456 -0.4222 -0.033
C -0.0161 -0.3036 0.7654 0.061
O -0.7554 -1.3593 0.2716 -0.719
Cl 1.6224 -0.8950 1.1301 0.063
Cl -0.7698 0.4586 2.2605 -0.208
Cl 1.0181 2.1111 -0.2271 0.022
H -0.9693 0.9091 -0.7455 0.245
H -1.2984 -1.7137 1.0136 0.483
```

Its spin multiplicity is 4. The energy relative to the best compared isomer or geometry (same formula, charge and spin) is 0.1070 eV. Its HOMO energy (alpha / beta) is -4.460 / -10.043 eV.

No. 6
C36H47AsN3O4Se2Tc as an isolated structure in a non-equilibrium geometry, computed with ωB97M-V/def2-TZVPD.

```
94
Properties=species:S:1:pos:R:3:mulliken_charge:R:1
Tc 0.9049 -0.3250 -0.8168 0.418
O -3.7095 -4.6800 -0.2550 -0.517
C -3.2327 -5.3353 0.9000 -1.082
C -2.1313 -4.6186 1.7125 1.369
C -2.3816 -5.0324 3.1704 -1.210
O -1.4661 -4.5297 4.1211 -0.548
C -2.2037 -3.0955 1.5893 -1.406
Se -1.3178 -2.3658 -0.0121 0.393
C -0.7451 -5.0996 1.2820 -0.562
Se -0.3590 -4.4765 -0.5100 -0.350
H -2.9503 -4.2958 -0.7220 0.324
H -2.8717 -6.3426 0.6505 0.235
H -4.1138 -5.4536 1.5397 0.444
H -2.3951 -6.1322 3.2146 0.299
H -3.3720 -4.6786 3.4718 0.455
H -0.6414 -4.2810 3.6803 0.305
H -1.6824 -2.6311 2.4231 0.554
H -3.2353 -2.7548 1.5776 0.387
H -0.6999 -6.1911 1.2782 0.454
H 0.0499 -4.7140 1.9215 0.037
C -3.3603 0.3119 1.3545 -1.012
O -2.3240 0.2646 0.4535 -0.343
H -3.9192 -0.6329 1.4344 0.144
H -4.1516 1.0581 1.1086 0.246
H -3.0601 0.5518 2.3981 0.294
C 4.4082 3.3842 -2.9544 -1.237
C 3.9937 1.9254 -3.1558 -0.526
C 3.0893 1.4316 -2.1120 0.116
N 2.2554 0.7850 -1.6084 -0.157
H 5.0786 3.7067 -3.7556 0.455
H 4.9114 3.5117 -1.9964 0.268
H 3.5314 4.0318 -2.9442 0.239
H 4.8833 1.2882 -3.1793 0.307
H 3.5015 1.8130 -4.1298 0.215
C 0.8197 -0.9408 -4.4275 -1.563
C 1.2498 -1.9685 -3.3754 1.624
C 2.7807 -2.0226 -3.3104 -1.389
C 0.7177 -3.3515 -3.7695 -1.854
N 0.6988 -1.5838 -2.0827 -0.369
H 1.2270 -1.1794 -5.4186 0.417
H 1.1622 0.0495 -4.1190 0.208
H -0.2709 -0.9139 -4.4893 0.317
H 3.2046 -2.4428 -4.2312 0.428
H 3.0824 -2.6414 -2.4628 0.246
H 3.1810 -1.0214 -3.1534 0.054
H 1.0611 -3.6418 -4.7687 0.417
H -0.3749 -3.3451 -3.7531 0.369
H 1.0558 -4.0986 -3.0496 0.265
C 3.2685 5.1131 0.0927 -0.595
C 2.0966 5.4555 -0.5656 -0.641
C 1.0404 4.5496 -0.6347 -0.608
C 1.1299 3.2866 -0.0531 0.483
C 2.3348 2.9415 0.5641 -0.134
C 3.3853 3.8465 0.6525 -0.758
As -0.2769 1.8362 -0.0072 2.994
C -1.4931 2.5269 -1.3756 0.600
C -2.0848 3.7858 -1.3648 -0.375
C -2.9166 4.1920 -2.4038 -0.884
C -3.1677 3.3360 -3.4668 -0.536
C -2.5905 2.0729 -3.4797 -0.655
C -1.7631 1.6708 -2.4410 -0.842
C -1.0563 2.5977 1.6355 0.543
C -2.3748 3.0204 1.7442 -0.804
C -2.8581 3.5522 2.9334 -0.656
C -2.0351 3.6479 4.0467 -0.547
C -0.7222 3.2062 3.9584 -0.883
C -0.2392 2.6963 2.7599 -0.392
H 4.0910 5.8177 0.1504 0.326
H 1.9990 6.4312 -1.0305 0.364
H 0.1421 4.8410 -1.1654 0.233
H 2.4567 1.9327 0.9522 0.323
H 4.3067 3.5508 1.1417 0.401
H -1.9109 4.4594 -0.5342 0.457
H -3.3698 5.1769 -2.3772 0.364
H -3.8171 3.6492 -4.2768 0.349
H -2.7920 1.3919 -4.2983 0.416
H -1.3181 0.6793 -2.4340 0.047
H -3.0390 2.9079 0.8996 0.471
H -3.8934 3.8688 2.9940 0.354
H -2.4181 4.0488 4.9783 0.353
H -0.0691 3.2584 4.8219 0.424
H 0.7912 2.3630 2.7056 0.357
O 2.0964 -0.3941 0.9748 -0.679
N 1.7212 -1.3283 1.9139 0.607
C 0.7601 -1.0298 2.8544 -0.760
C 0.6301 -1.7870 3.9766 -0.576
C 1.4641 -2.9230 4.2018 -0.621
C 2.4152 -3.2153 3.1952 -0.411
C 2.5344 -2.4306 2.0871 -0.527
H 0.1183 -0.1965 2.6034 0.763
H -0.1423 -1.5137 4.6862 0.332
H 1.3944 -3.5086 5.1091 0.351
H 3.0740 -4.0727 3.2840 0.374
H 3.2195 -2.6074 1.2724 0.421
```

The energy relative to the best compared isomer or geometry (same formula, charge and spin) is 5.0228 eV. The total charge is -2. Its HOMO energy (alpha / beta) is 1.208 / 1.212 eV.